{"formula": "C23H22AgGeNO5SSe", "method": "ωB97M-V/def2-TZVPD", "orbital_gap_ev": 4.788, "e_lumo_ev": 3.85, "total_charge": -2, "species": ["Ag", "S", "C", "C", "C", "C", "C", "C", "N", "C", "C", "C", "C", "C", "C", "C", "H", "H", "H", "H", "H", "H", "H", "H", "O", "C", "C", "O", "C", "C", "O", "C", "O", "O", "C", "Ge", "C", "C", "C", "Se", "C", "H", "H", "H", "H", "H", "H", "H", "H", "H", "H", "H", "H", "H", "H"], "positions_angstrom": [[-0.1972, -0.6506, 0.1419], [4.9188, -1.6012, 0.2574], [5.0377, 0.1084, 0.5125], [6.1706, 0.8872, 0.6839], [6.0063, 2.2427, 0.9257], [4.7282, 2.7992, 0.9880], [3.5999, 2.0289, 0.7839], [3.7428, 0.6656, 0.5339], [2.7250, -0.2209, 0.3122], [3.1271, -1.4361, 0.1698], [2.2969, -2.6227, 0.0405], [2.9248, -3.8457, -0.2450], [2.1929, -5.0114, -0.2950], [0.8207, -4.9517, -0.0696], [0.2023, -3.7351, 0.1648], [0.8945, -2.5142, 0.2595], [7.1557, 0.4390, 0.6434], [6.8772, 2.8716, 1.0645], [4.6277, 3.8578, 1.1985], [2.5989, 2.4367, 0.8152], [3.9951, -3.8647, -0.4292], [2.6810, -5.9573, -0.5027], [0.2398, -5.8687, -0.0841], [-0.8762, -3.7145, 0.2810], [-6.4811, 0.6169, 0.2410], [-5.2871, 0.3809, 0.1163], [-4.6776, -0.9531, -0.1560], [-5.2721, -2.0218, -0.2183], [-3.2284, -0.7251, -0.3069], [-2.9392, 0.6567, 0.0167], [-1.7400, 1.1023, 0.0985], [-4.1857, 1.3772, 0.2159], [-4.3458, 2.5850, 0.4325], [-2.3665, -1.5617, -0.6364], [-0.0843, 5.2695, -3.3650], [1.4468, 5.1676, -2.1170], [2.7013, 3.8411, -2.8718], [2.4290, 6.9102, -2.1397], [0.8827, 4.7833, -0.2710], [-0.3162, 3.1747, -0.1081], [-1.8845, 4.3015, -0.2801], [0.2648, 5.4361, -4.3855], [-0.7827, 6.0665, -3.1093], [-0.6228, 4.3217, -3.3426], [2.7661, 3.9641, -3.9544], [2.3677, 2.8261, -2.6575], [3.6999, 3.9555, -2.4541], [2.7143, 7.1860, -3.1567], [3.3419, 6.8239, -1.5475], [1.8338, 7.7223, -1.7205], [0.3270, 5.6305, 0.1328], [1.7560, 4.6205, 0.3618], [-1.7365, 4.9986, -1.1050], [-2.0270, 4.8411, 0.6549], [-2.7448, 3.6617, -0.4453]], "forces_ev_per_angstrom": [[-0.243, -0.069, 0.154], [-0.242, 0.123, -0.030], [-0.158, -0.151, -0.061], [0.081, 0.114, 0.081], [0.087, -0.143, -0.040], [-0.007, 0.183, -0.002], [-0.184, -0.088, -0.057], [0.655, -0.028, -0.047], [-0.343, -0.243, 0.010], [0.551, 0.584, 0.189], [-0.733, -0.462, 0.101], [0.017, 0.297, 0.065], [0.069, -0.135, 0.025], [0.056, -0.055, 0.002], [-0.197, 0.150, 0.176], [0.683, 0.206, -0.497], [0.024, 0.045, 0.007], [-0.007, 0.005, 0.027], [-0.056, -0.015, -0.041], [-0.043, 0.102, 0.029], [-0.002, -0.118, -0.025], [-0.005, 0.006, -0.008], [-0.054, 0.029, -0.059], [-0.016, -0.011, -0.016], [0.037, -0.030, 0.014], [-0.219, 0.113, -0.010], [-0.076, -0.229, 0.068], [0.008, 0.043, -0.083], [0.231, 0.012, -0.161], [0.175, -0.259, 0.075], [-0.482, -0.446, 0.024], [0.113, 0.170, -0.002], [0.024, 0.010, 0.029], [-0.312, -0.129, 0.053], [0.140, -0.022, 0.170], [0.048, 0.161, -0.047], [-0.186, 0.037, 0.207], [-0.130, -0.221, -0.047], [-0.067, -0.324, -0.286], [0.776, 0.732, -0.224], [-0.024, -0.052, 0.002], [0.081, 0.017, 0.010], [0.017, 0.017, 0.049], [-0.018, -0.012, 0.051], [-0.033, 0.026, 0.000], [-0.071, -0.019, -0.008], [0.075, 0.048, 0.076], [-0.006, -0.012, -0.033], [0.006, -0.033, 0.021], [-0.069, -0.022, 0.008], [0.087, 0.064, 0.036], [0.069, 0.053, -0.015], [-0.012, -0.043, 0.008], [-0.044, 0.052, -0.039], [-0.071, -0.027, 0.072]], "mulliken_charge": [-0.26, -0.43, 0.96, -0.65, -0.38, -0.54, -0.03, -0.98, -0.18, 0.89, 1.11, -0.64, -0.62, -0.51, -0.01, -1.01, 0.37, 0.35, 0.40, 0.35, 0.26, 0.35, 0.36, 0.41, -0.71, 0.33, 0.31, -0.72, 0.39, 0.72, -0.73, 0.39, -0.80, -0.79, -1.28, 0.58, -1.20, -1.21, -1.05, 0.26, -0.60, 0.38, 0.35, 0.37, 0.37, 0.34, 0.35, 0.35, 0.35, 0.36, 0.43, 0.35, 0.17, 0.27, 0.13]}

***

{"formula": "C23H22As2AuCl2INO13", "method": "ωB97M-V/def2-TZVPD", "multiplicity": 3, "orbital_gap_ev": [7.418, 5.957], "e_lumo_ev": [-3.59, -5.97], "total_charge": 1, "species": ["Au", "Cl", "C", "C", "C", "I", "C", "O", "C", "N", "C", "C", "C", "C", "H", "H", "H", "H", "C", "O", "C", "O", "C", "C", "As", "C", "C", "C", "As", "C", "C", "O", "O", "C", "C", "O", "O", "C", "C", "O", "O", "C", "H", "H", "H", "H", "H", "H", "H", "H", "H", "H", "H", "H", "H", "H", "H", "H", "H", "H", "O", "Cl", "O", "O", "O"], "positions_angstrom": [[-1.2519, 1.7687, 0.0916], [2.9553, 7.2664, -0.8136], [1.8315, 6.0121, -1.1010], [0.7865, 6.2523, -1.9773], [-0.1373, 5.2667, -2.2670], [-1.6879, 5.6340, -3.5612], [-0.0398, 3.9607, -1.6553], [-0.8295, 3.0447, -1.9204], [1.0603, 3.7463, -0.6783], [1.1083, 2.5478, -0.0794], [2.0978, 2.2953, 0.7610], [3.1006, 3.2242, 1.0401], [3.0494, 4.4576, 0.4459], [2.0017, 4.7438, -0.4413], [0.7054, 7.2269, -2.4388], [2.1020, 1.3242, 1.2342], [3.8928, 2.9704, 1.7300], [3.8014, 5.2054, 0.6567], [0.4363, -0.2985, -3.7216], [1.5231, 0.0539, -2.8528], [1.6009, -0.5098, -1.6543], [2.4583, -0.2092, -0.8757], [0.4785, -1.4132, -1.1478], [0.5435, -2.7391, -1.0648], [-0.4669, -4.0061, 0.0806], [1.1173, -4.4062, 1.1668], [-1.2742, -2.7511, 1.4203], [-1.3329, -1.4262, 1.3442], [-1.0241, -0.5353, -0.3413], [-2.5128, -1.1559, -1.3912], [-2.0628, -0.4455, 2.2319], [-2.8335, 0.3234, 1.6826], [-1.8749, -0.3400, 3.5230], [-0.6919, -0.8256, 4.2148], [-1.8475, -3.5498, 2.5700], [-1.1314, -4.2622, 3.2186], [-3.1487, -3.4803, 2.8240], [-4.0856, -2.8348, 1.9376], [1.6109, -3.3939, -1.9212], [2.4136, -2.7810, -2.5706], [1.4913, -4.7161, -1.9156], [2.4630, -5.4273, -2.7214], [0.6989, 0.0937, -4.6972], [-0.4859, 0.1775, -3.3895], [0.3271, -1.3792, -3.7844], [1.7302, -5.0933, 0.5903], [0.7819, -4.8778, 2.0861], [1.6675, -3.4933, 1.3818], [-2.4926, -2.2426, -1.4062], [-2.4212, -0.7674, -2.4018], [-3.4274, -0.7896, -0.9319], [-0.8201, -0.4847, 5.2347], [0.1904, -0.3627, 3.7796], [-0.6162, -1.9027, 4.1987], [-4.2145, -1.7928, 2.2194], [-5.0229, -3.3620, 2.0738], [-3.7714, -2.9181, 0.8995], [2.3263, -6.4744, -2.4776], [3.4658, -5.0924, -2.4743], [2.2624, -5.2456, -3.7737], [-2.3627, 4.3216, 2.9321], [-1.3025, 4.0724, 2.0184], [-0.5559, 2.8659, 2.3707], [-0.4377, 5.1945, 1.8417], [-1.9151, 3.7353, 0.6480]], "forces_ev_per_angstrom": [[0.242, 0.474, -0.130], [-0.052, -0.060, 0.019], [0.071, -0.024, -0.030], [0.040, -0.009, 0.043], [0.138, -0.141, 0.052], [-0.003, -0.047, 0.011], [0.101, 0.061, 0.107], [-0.258, -0.091, -0.078], [-0.210, -0.204, -0.230], [-0.091, 0.397, 0.065], [-0.155, -0.025, -0.042], [0.021, -0.033, 0.020], [0.029, 0.045, 0.006], [0.123, 0.281, -0.039], [-0.004, -0.005, 0.019], [-0.015, -0.060, -0.005], [-0.022, -0.022, -0.017], [-0.026, 0.001, -0.006], [0.192, -0.032, 0.036], [-0.182, -0.066, -0.023], [-0.282, 0.078, -0.035], [0.123, -0.023, 0.160], [0.096, 0.150, 0.054], [0.193, -0.131, -0.081], [-0.079, 0.203, -0.082], [-0.013, -0.133, -0.002], [0.097, -0.137, -0.076], [-0.105, 0.166, 0.111], [-0.050, -0.163, 0.014], [0.007, 0.035, -0.077], [0.307, 0.142, 0.143], [-0.116, -0.021, -0.247], [0.075, -0.290, 0.147], [-0.140, 0.180, -0.202], [0.116, 0.057, -0.025], [0.006, 0.081, 0.156], [-0.116, 0.043, -0.071], [0.049, -0.081, 0.103], [-0.186, 0.024, 0.083], [-0.008, 0.092, -0.002], [0.116, -0.076, 0.060], [-0.112, -0.029, 0.037], [0.019, 0.016, -0.032], [-0.048, 0.036, 0.035], [-0.028, -0.033, -0.012], [0.029, -0.012, 0.026], [0.043, 0.023, -0.032], [0.008, 0.009, 0.035], [-0.042, -0.097, -0.047], [-0.040, -0.009, -0.055], [-0.021, 0.007, 0.033], [-0.004, 0.028, 0.023], [0.032, 0.004, -0.028], [-0.053, -0.266, -0.087], [-0.011, 0.004, -0.009], [-0.024, -0.036, 0.015], [-0.004, -0.001, -0.028], [-0.003, -0.016, -0.012], [0.022, 0.010, 0.019], [0.009, 0.013, -0.024], [0.499, -0.071, -0.543], [-0.171, -0.205, 0.456], [-0.215, 0.532, 0.100], [-0.244, -0.443, -0.058], [0.332, -0.100, 0.278]], "mulliken_charge": [0.44, -0.19, 0.78, -0.60, -0.42, 0.16, 0.75, -0.61, 0.22, 0.50, -0.08, -1.27, -0.88, 0.21, 0.43, 0.50, 0.45, 0.48, -0.48, -0.39, 0.37, -0.58, 0.16, 0.14, -0.02, -1.13, 0.40, 1.20, 1.17, -1.20, -0.13, -0.59, -0.35, -0.51, -0.21, -0.53, -0.36, -0.50, 0.32, -0.56, -0.36, -0.76, 0.38, 0.12, 0.26, 0.36, 0.43, 0.40, 0.41, 0.45, 0.43, 0.29, 0.22, 0.28, 0.24, 0.37, 0.21, 0.27, 0.34, 0.31, -0.61, 1.87, -0.62, -0.58, -0.80]}